Here is a cluster of 7 separate species, C36H83BClFN2O10 in total in a non-equilibrium geometry from the OMol25 dataset. Energies are from the ωB97M-V functional and the def2-TZVPD basis.

Computed properties:
- HOMO energy: -8.912 eV
- E: -2868.28742 Ha
- Structure (SMILES): CCCC[C@]1([C@H](F)CC)C(=O)N[C@](OCC)(B(O)N(C)C)[C@]1(Cl)C[C@H](C)O.CC(C)O.CC(C)O.CC(C)O.CC(C)O.CC(C)O.CC(C)O
- Energy relative to the best compared isomer or geometry (same formula, charge and spin): 0.699 eV
- Gap between HOMO and LUMO: 9.36 eV

Element x y z (Å)
H  -0.66559  -1.86749  0.37903
H  -3.50239  -7.53290  -3.12464
H  0.41878  5.98426  -1.67015
N  -1.97814  -0.68310  -1.35659
C  1.01692  0.01183  -1.30200
H  -5.99301  -4.72738  -3.50912
H  -2.19136  2.21499  -5.53251
C  0.32122  -5.16913  3.88624
O  -3.94678  -5.20133  -1.87598
H  2.05209  0.24119  -1.05093
H  -3.45990  -1.63783  -2.52134
H  -3.79337  -7.09836  7.05079
H  -3.08328  -6.82404  -4.69549
H  -0.47431  -4.64246  3.35802
Cl  1.48029  -0.70152  -3.85881
C  -2.95553  -0.51105  -0.26680
H  -1.04897  1.41193  1.21645
H  -0.21215  0.22822  3.16602
C  0.93490  -1.52095  -1.09926
C  0.41144  -1.74075  0.35165
H  -5.11661  -7.49350  5.93853
H  -0.78356  5.30984  0.34770
C  2.75722  -5.13281  4.49463
O  -1.90626  -6.84790  5.15494
C  -1.62403  7.61256  2.72288
H  0.82948  -2.67667  0.73952
C  -3.96082  -5.42541  -3.28698
H  -5.85856  -6.46356  -3.27160
H  -2.18243  -9.42848  4.56277
H  -2.72971  0.35411  0.34684
H  -1.57657  -6.97787  6.05245
H  -3.52866  -4.53707  -3.75082
O  0.61473  6.78883  2.37061
H  2.08719  -5.11310  2.00569
O  -0.82118  0.21206  -4.49029
C  0.41895  4.92704  -1.41808
C  -2.86271  1.38320  -5.36594
H  2.53127  -5.25558  5.55527
C  1.63255  -4.40759  3.77085
O  0.70620  3.57371  -4.54480
H  -2.92606  -1.37792  0.39826
H  -1.78257  -2.12552  -2.95178
H  -2.33722  8.40071  2.47552
N  -0.67853  2.28938  -3.25356
C  6.74067  5.10061  0.44310
C  -2.45126  -1.84372  -2.14510
C  -2.11054  0.07234  -5.05607
H  -4.30344  -5.92137  5.84906
C  -1.53998  1.93079  3.03340
H  -0.40389  7.84024  0.96844
H  -1.94532  -0.39150  -6.02718
H  5.34347  4.08321  -0.83347
H  -2.74614  -0.64150  -4.52965
H  7.40854  4.87953  1.28059
H  7.71674  2.50037  0.28490
C  -0.74835  0.83851  -3.24001
C  7.03711  2.79739  -0.51888
H  -3.52883  1.19739  -6.20313
H  4.76035  1.65922  -2.59714
C  4.01465  1.02274  -3.06693
H  2.68860  -1.96227  -0.35426
H  0.74060  6.78056  3.32700
H  0.20316  -1.98140  -1.74600
H  0.91275  4.98568  0.72199
H  -3.63680  1.68838  2.57042
H  -3.51712  1.59282  -4.52081
H  -1.51034  7.57569  3.81016
H  3.69323  -4.58053  4.39935
H  -2.04079  6.65402  2.40986
H  0.42235  0.53117  -0.55681
H  4.07957  -0.36645  -4.72353
C  1.76702  4.28261  -1.75846
O  5.25663  3.29227  1.03371
H  1.00592  2.51145  -0.84308
H  -3.13854  0.89826  4.07697
C  -2.83379  1.13092  3.05538
H  -3.84014  -9.60409  5.16446
C  0.09092  4.73162  0.06087
H  5.15721  1.04753  -4.93436
H  -2.71474  0.19225  2.50648
H  0.40586  -6.15945  3.43178
H  -2.53265  2.26039  -1.42210
C  -0.27967  7.85263  2.05248
O  -2.86696  1.51230  -1.94145
H  2.70485  2.46264  -1.17567
H  -3.49612  -7.39261  4.01902
C  0.80649  0.56500  -2.73466
H  -0.35829  4.43384  -2.00180
H  -4.32656  -5.97955  -1.45124
C  -3.14240  -7.55264  5.03841
H  -2.51454  -9.21277  6.27526
H  3.65248  0.22158  -2.43325
C  1.74187  2.75370  -1.60094
C  -5.39468  -5.60349  -3.76259
H  -0.33249  10.01586  2.22685
B  -1.88903  0.53554  -2.13585
H  -2.08754  -6.49975  -3.26592
C  4.74699  0.32719  -4.23435
C  -2.91337  -9.03826  5.27203
C  -4.15371  -6.98742  6.02420
O  2.20372  -2.12762  -1.17303
H  0.02398  -5.29158  4.92570
H  1.51361  -3.40641  4.18859
H  -1.46417  2.76495  -3.68277
H  -0.63930  0.93299  4.73687
C  -0.40544  1.16538  3.69659
H  5.85557  3.06761  1.75561
H  -3.97464  -0.47382  -0.65015
H  0.51639  1.74781  3.66761
F  2.73910  1.74139  -4.99596
C  6.03919  3.83637  -0.02914
C  0.55420  2.73073  -3.74180
O  -1.18576  2.24521  1.68601
O  1.97656  -4.23731  2.39472
H  0.73333  -0.93607  1.01456
H  2.92037  -6.12189  4.05752
H  3.27097  2.95696  -3.56455
H  2.46907  4.65819  -1.01063
C  2.90246  1.93602  -3.64750
H  6.51631  1.89665  -0.84710
H  5.57092  -0.27127  -3.84266
H  -1.68889  2.88258  3.54522
H  0.49757  9.19426  3.56143
C  0.32348  9.18176  2.48173
H  -2.57732  -2.67692  -1.45506
H  1.28866  9.33699  1.99820
H  6.01267  5.83211  0.79599
H  7.63159  3.18014  -1.35022
H  7.32769  5.55143  -0.35873
H  -0.16711  3.69388  0.23898
H  -5.43846  -5.75511  -4.84225
H  2.15985  4.62690  -2.70918
C  -3.10932  -6.64068  -3.62022
C  1.57022  1.91636  -2.89300